{
  "formula": "C4H11N2O",
  "method": "the ωB97M-V functional and the def2-TZVPD basis",
  "species": ["C", "N", "O", "H", "H", "H", "C", "C", "C", "N", "H", "H", "H", "H", "H", "H", "H", "H"],
  "positions_angstrom": [[0.07065, -1.67387, 2.15213], [0.80798, -0.59889, 1.63872], [-0.14292, -2.66440, 1.52115], [-0.34392, -1.48235, 3.15164], [1.20207, 0.03139, 2.32643], [1.50660, -0.86518, 0.95181], [0.30903, 2.52593, -1.16393], [-0.15435, 1.14604, -1.48944], [0.09835, 0.39227, -2.52897], [-0.95476, 0.54242, -0.38374], [0.89800, 2.90935, -1.99276], [-0.53129, 3.20354, -1.02615], [0.93106, 2.52371, -0.27093], [-0.25342, -0.62558, -2.63622], [0.69141, 0.77712, -3.34470], [-1.70220, 1.17178, -0.07668], [-0.33609, 0.32614, 0.43558], [-1.43743, -0.31843, -0.65280]],
  "nbo_charge": [0.526, -0.898, -0.525, 0.135, 0.408, 0.411, -0.668, 0.136, -0.350, -0.723, 0.264, 0.239, 0.234, 0.225, 0.245, 0.434, 0.463, 0.445],
  "e_homo_ev": -14.25,
  "charge": 1,
  "lumo_energy_ev": -3.29,
  "gap_ha": 0.4029
}


{
  "formula": "C3H7N2OS",
  "method": "the ωB97M-V functional and the def2-TZVPD basis",
  "species": ["N", "C", "N", "C", "C", "S", "O", "H", "H", "H", "H", "H", "H", "H"],
  "positions_angstrom": [[-0.45238, 0.35730, -2.38517], [-0.35889, 0.01770, -1.13085], [0.34634, -0.89191, -0.55091], [0.22915, -1.06318, 0.93485], [0.23263, 0.25293, 1.56703], [-1.27350, 1.29228, 1.06409], [-0.96698, 2.63992, 1.21202], [0.15058, -0.13974, -3.15703], [-0.81704, 1.30456, -2.57475], [0.88757, -1.61146, -1.00609], [1.28496, -1.60017, 1.26358], [-0.56238, -1.74214, 1.05028], [0.29779, 0.37959, 2.62942], [1.00215, 0.80432, 1.08355]],
  "nbo_charge": [-0.779, 0.352, -0.591, -0.226, -0.626, 1.356, -0.770, 0.416, 0.443, 0.412, 0.249, 0.232, 0.276, 0.255],
  "e_homo_ev": [-13.95, -13.94],
  "charge": 1,
  "lumo_energy_ev": [-5.86, -5.86],
  "smiles": "[NH2+]=C=[NH+]CCS[O-]",
  "gap_ha": [0.2973, 0.2968]
}


{
  "formula": "C16H17N5O2",
  "method": "the ωB97M-V functional and the def2-TZVPD basis",
  "species": ["C", "C", "O", "C", "C", "C", "C", "N", "C", "O", "N", "C", "C", "C", "C", "C", "C", "N", "N", "N", "C", "C", "C", "H", "H", "H", "H", "H", "H", "H", "H", "H", "H", "H", "H", "H", "H", "H", "H", "H"],
  "positions_angstrom": [[7.85541, 1.97591, 0.16980], [6.34260, 1.90807, 0.30933], [5.93944, 0.59644, -0.02561], [4.61669, 0.27873, 0.02810], [3.59658, 1.15267, 0.38581], [2.28436, 0.71290, 0.40237], [1.96154, -0.59645, 0.06721], [0.61148, -0.96397, 0.08908], [0.06628, -2.19877, -0.11752], [0.68123, -3.22983, -0.27579], [-1.31747, -2.21891, -0.08945], [-2.24471, -1.17490, -0.13051], [-2.00697, -0.04283, -0.94452], [-2.90092, 0.99745, -1.03047], [-4.07125, 0.88592, -0.28926], [-4.34032, -0.25758, 0.50441], [-3.42129, -1.29962, 0.58735], [-5.56180, -0.07327, 1.08067], [-6.02401, 1.04699, 0.70843], [-5.17333, 1.66562, -0.11548], [-5.46828, 2.94640, -0.68075], [2.98325, -1.47268, -0.29205], [4.28915, -1.03588, -0.30886], [8.20650, 2.97325, 0.41904], [8.14380, 1.73908, -0.85056], [8.32087, 1.25527, 0.83636], [6.04656, 2.14324, 1.34170], [5.86716, 2.63421, -0.36575], [3.80466, 2.17655, 0.65372], [1.50043, 1.40400, 0.68201], [-0.02307, -0.22814, 0.36660], [-1.69529, -3.14889, 0.02461], [-1.11061, -0.01701, -1.54548], [-2.70764, 1.85148, -1.66091], [-3.62772, -2.17033, 1.18773], [-4.71610, 3.67920, -0.38153], [-6.44391, 3.25366, -0.30979], [-5.49432, 2.88613, -1.77069], [2.74402, -2.49070, -0.54832], [5.08772, -1.70607, -0.58384]],
  "nbo_charge": [-0.617, -0.061, -0.499, 0.273, -0.252, -0.238, 0.125, -0.619, 0.794, -0.636, -0.632, 0.126, -0.253, -0.226, 0.130, 0.051, -0.211, -0.229, -0.007, -0.193, -0.413, -0.218, -0.233, 0.212, 0.214, 0.214, 0.169, 0.168, 0.212, 0.202, 0.404, 0.415, 0.232, 0.222, 0.230, 0.209, 0.241, 0.209, 0.256, 0.225],
  "e_homo_ev": -7.84,
  "lumo_energy_ev": 0.32,
  "smiles": "CCOc1ccc(NC(=O)Nc2ccc3c(c2)nnn3C)cc1",
  "gap_ha": 0.2999
}


{
  "formula": "C5H13ClN3O2S",
  "method": "the ωB97M-V functional and the def2-TZVPD basis",
  "species": ["C", "C", "C", "C", "C", "N", "N", "N", "O", "O", "S", "Cl", "H", "H", "H", "H", "H", "H", "H", "H", "H", "H", "H", "H", "H"],
  "positions_angstrom": [[0.06856, -1.31420, -1.95337], [0.92955, 0.71082, -2.98278], [1.63549, -2.90280, 1.11385], [0.50955, 1.66423, 0.86596], [-0.37704, 2.97198, 1.04963], [0.01943, -0.19775, -2.29777], [0.47651, -0.69806, 0.34135], [-0.21159, 0.52754, 0.32388], [-0.24149, -2.39776, -1.67905], [-0.90877, -2.82827, 1.03856], [0.27607, -1.76177, 1.49723], [-1.20856, 3.36805, -0.47093], [0.70525, 1.69856, -2.69493], [2.01099, 0.47557, -2.71687], [0.95117, 0.37977, -4.10167], [1.64009, -2.79463, -0.02787], [1.29292, -3.80486, 1.38463], [2.53266, -2.48997, 1.59344], [0.97458, 1.66143, 1.94769], [1.40587, 1.82944, 0.25723], [0.15350, 3.88278, 1.43004], [-1.03779, 2.70428, 1.83643], [-0.38308, 0.65027, -0.73365], [-0.82972, -3.40074, 0.27049], [-1.05947, 0.58680, 0.86856]],
  "nbo_charge": [0.903, -0.429, -0.732, -0.267, -0.402, -0.586, -0.781, -0.404, -0.533, -0.898, 1.338, -0.028, 0.220, 0.212, 0.244, 0.263, 0.243, 0.257, 0.252, 0.233, 0.265, 0.212, 0.484, 0.523, 0.412],
  "e_homo_ev": -13.78,
  "charge": 1,
  "lumo_energy_ev": -2.99,
  "gap_ha": 0.3963
}


{
  "formula": "C18H60F6N4O10P",
  "method": "the ωB97M-V functional and the def2-TZVPD basis",
  "species": ["P", "F", "F", "F", "F", "F", "F", "C", "C", "O", "H", "H", "H", "H", "H", "H", "C", "C", "C", "O", "C", "N", "H", "H", "H", "H", "H", "H", "H", "H", "H", "H", "H", "C", "C", "C", "O", "C", "N", "H", "H", "H", "H", "H", "H", "H", "H", "H", "H", "H", "C", "C", "C", "O", "C", "N", "H", "H", "H", "H", "H", "H", "H", "H", "H", "H", "H", "C", "C", "C", "O", "C", "N", "H", "H", "H", "H", "H", "H", "H", "H", "H", "H", "H", "O", "H", "H", "O", "H", "H", "O", "H", "H", "O", "H", "H", "O", "H", "H"],
  "positions_angstrom": [[-0.28199, -0.57172, -0.01961], [-1.04606, -0.08624, -1.39024], [-1.30281, 0.44486, 0.78908], [-1.46811, -1.69932, 0.28331], [0.64653, -0.88118, 1.25709], [0.56048, -1.66595, -0.91104], [0.80899, 0.59194, -0.35705], [3.93662, 0.54872, 1.39546], [4.52440, 0.24966, 2.74907], [4.81676, -1.13910, 2.81999], [4.74357, 0.55145, 0.66271], [3.49730, 1.53808, 1.26797], [3.18877, -0.10295, 0.94362], [3.79331, 0.50625, 3.51574], [5.47981, 0.73464, 2.94928], [5.36375, -1.20649, 3.60604], [-2.99810, -0.38210, 3.43551], [-3.76346, 0.96120, 3.65379], [-3.74396, 1.49261, 5.09265], [-4.26006, 0.43880, 5.98038], [-4.44558, 1.05395, 7.27364], [-3.05424, 1.95159, 2.84084], [-1.92323, -0.28315, 3.58701], [-3.17332, -0.66495, 2.39753], [-3.35662, -1.21270, 4.04352], [-4.78582, 0.93236, 3.27690], [-4.44580, 2.32646, 5.10715], [-2.75837, 1.89095, 5.33356], [-3.48718, 1.30681, 7.72710], [-4.93775, 0.43721, 8.02564], [-5.08587, 1.93607, 7.27345], [-2.55500, 1.48247, 2.09869], [-3.65762, 2.71264, 2.56366], [4.12355, 2.52166, -1.34301], [2.82931, 3.25045, -1.63836], [2.23084, 2.60794, -2.88265], [3.10174, 2.62897, -4.00486], [2.60453, 1.84650, -5.06786], [1.90898, 3.09953, -0.49852], [4.76003, 2.69558, -2.21062], [3.93942, 1.46074, -1.17376], [4.73614, 2.92384, -0.53611], [3.12390, 4.27478, -1.86657], [1.33058, 3.18393, -3.09680], [1.97016, 1.60584, -2.54215], [1.58015, 2.02736, -5.39351], [2.57866, 0.81770, -4.70867], [3.28676, 2.06147, -5.89033], [1.71549, 2.12101, -0.33991], [2.40561, 3.33676, 0.34835], [-1.20618, 1.89259, -4.33982], [-2.64655, 1.59049, -3.91975], [-3.58632, 1.92116, -5.05555], [-3.52466, 3.34691, -5.29700], [-4.45783, 3.68975, -6.31090], [-2.71066, 0.17816, -3.51965], [-0.98220, 1.27090, -5.20667], [-0.51133, 1.59901, -3.55299], [-1.04365, 2.91183, -4.69031], [-2.96032, 2.19008, -3.06526], [-4.60854, 1.70711, -4.74354], [-3.26967, 1.33281, -5.91675], [-5.50608, 3.46873, -6.10983], [-4.18189, 3.27457, -7.28022], [-4.43003, 4.76599, -6.48134], [-1.94969, 0.04718, -2.86860], [-2.52528, -0.36817, -4.34866], [1.88107, -6.56759, 0.59881], [1.67531, -5.05408, 0.43853], [2.51931, -4.36247, -0.70927], [3.96191, -4.54821, -0.48107], [4.43598, -3.84803, 0.64680], [0.21592, -4.84964, 0.23792], [1.20812, -6.91456, 1.38294], [2.91270, -6.80524, 0.85833], [1.48612, -7.12942, -0.24763], [1.93748, -4.51721, 1.35019], [2.25254, -3.31342, -0.83748], [2.33808, -4.77391, -1.70223], [5.52490, -3.82211, 0.68774], [4.14530, -4.39286, 1.54501], [4.04141, -2.84068, 0.77971], [-0.21161, -4.87402, 1.15264], [0.12704, -3.87794, -0.02286], [0.82932, 1.23023, 2.75026], [1.06159, 0.40757, 2.31954], [-0.10154, 1.34633, 2.55986], [-4.06886, -1.21980, -0.34700], [-4.49505, -0.74005, -1.05723], [-3.13562, -1.17868, -0.55581], [-3.01352, -3.60358, 2.69546], [-2.14553, -3.55733, 3.09633], [-2.84788, -3.53152, 1.75545], [-1.22659, 2.77746, -0.31772], [-1.05594, 1.86743, -0.07489], [-0.38482, 3.21841, -0.20275], [2.22074, -2.23839, 2.91760], [1.85044, -1.88296, 2.10965], [3.10743, -1.87961, 2.95337]],
  "mulliken_charge": [0.914, -0.399, -0.137, -0.470, -0.074, -0.403, -0.433, -0.586, -0.668, -0.484, 0.427, 0.185, 0.020, 0.332, 0.405, 0.265, -1.150, 0.728, -0.816, -0.300, -0.785, -0.545, 0.255, 0.245, 0.442, 0.134, 0.365, 0.290, 0.309, 0.280, 0.306, 0.013, 0.252, -1.271, 0.007, -0.266, -0.383, -0.651, -0.466, 0.496, 0.168, 0.347, 0.428, 0.421, 0.032, 0.187, 0.314, 0.284, 0.239, 0.337, -0.973, 0.387, -0.946, -0.285, -0.786, -0.583, 0.298, -0.068, 0.493, 0.285, 0.452, 0.324, 0.299, 0.323, 0.269, 0.522, 0.320, -1.573, 1.120, -0.460, -0.451, -0.763, -0.817, 0.397, 0.298, 0.360, 0.033, 0.105, 0.362, 0.362, 0.292, 0.278, 0.312, 0.150, -0.794, 0.387, 0.273, -0.653, 0.306, 0.277, -0.614, 0.300, 0.308, -0.767, 0.292, 0.387, -0.727, 0.147, 0.401],
  "e_homo_ev": -6.50,
  "charge": -1,
  "lumo_energy_ev": 2.30,
  "gap_ha": 0.3234
}


{
  "formula": "C5H9NO2",
  "method": "the ωB97M-V functional and the def2-TZVPD basis",
  "species": ["C", "N", "O", "C", "O", "C", "C", "C", "H", "H", "H", "H", "H", "H", "H", "H", "H"],
  "positions_angstrom": [[0.73553, 1.38433, 0.12458], [-0.51072, 1.83492, 0.01979], [-1.56436, 0.99280, -0.52962], [-2.19218, 0.05757, 0.17212], [-1.65416, -1.27165, -0.09637], [-0.36972, -0.96644, -0.11995], [1.11525, -1.30053, 0.01727], [1.56088, 0.21857, -0.18333], [1.29794, 2.25828, 0.43042], [-2.18935, 0.07199, 1.34650], [-3.23398, 0.07197, -0.07608], [-0.21182, -0.13023, 0.64765], [-0.15563, -0.42717, -1.10835], [1.33730, -1.60256, 1.03663], [1.51796, -1.95240, -0.85999], [1.93334, 0.38621, -1.25328], [2.58370, 0.37435, 0.43201]],
  "nbo_charge": [0.047, -0.105, -0.416, 0.211, -0.524, -0.054, -0.377, -0.504, 0.221, 0.154, 0.185, 0.127, 0.122, 0.204, 0.216, 0.261, 0.233],
  "e_homo_ev": -9.50,
  "lumo_energy_ev": 0.68,
  "smiles": "C1=N\\OCOCCC/1",
  "gap_ha": 0.3744
}